C4H22O10 | ωB97M-V/def2-TZVPD

The SMILES is O=C(O)CCCO.O.O.O.O.O.O.O. The total energy comes out at -24975.9045 eV. The calculation puts the energy relative to the best compared isomer or geometry (same formula, charge and spin) at 500.51 kJ/mol. The LUMO energy is -0.139 eV. For the largest force on an atom, the calculation gives 6.3 eV Å⁻¹.

```
36
Properties=species:S:1:pos:R:3:mulliken_charge:R:1
O -1.09605 1.17995 -0.06956 -0.540
C -0.82283 0.72226 1.00694 0.509
O -1.15685 1.51400 2.03918 -0.504
C 0.28627 -0.18451 1.20466 -0.722
C 0.98257 -0.58243 -0.07620 -0.311
C 2.50691 -0.50979 -0.09852 -0.791
O 2.65609 0.75874 0.60365 -0.480
H -1.92440 2.27298 1.88080 0.362
H 1.04752 0.46176 1.78264 0.387
H 0.12853 -1.00560 1.88289 0.485
H 0.57926 -0.00565 -0.96508 0.215
H 0.70042 -1.66998 -0.23998 0.312
H 2.82147 -0.55602 -1.30155 0.504
H 3.18178 -1.33856 0.47118 0.217
H 3.25508 1.29917 0.15932 0.291
O 1.68674 2.89774 2.46349 -0.626
H 0.89562 2.81360 2.90402 0.291
H 1.80221 2.30833 1.64689 0.427
O 3.15816 -1.90698 -2.57513 -0.632
H 3.02384 -1.89800 -3.51172 0.314
H 2.18790 -1.92587 -2.34826 0.338
O -0.89440 -0.25515 4.73033 -0.582
H -1.12247 0.34511 4.12574 0.298
H -0.33300 -0.93407 4.76297 0.277
O -0.92622 -1.36513 -4.18249 -0.552
H -1.27821 -0.73954 -4.75355 0.306
H -1.03162 -0.94310 -3.41151 0.286
O -2.66020 -1.52477 -1.35060 -0.525
H -3.39018 -0.97784 -1.15133 0.331
H -2.06566 -1.04351 -1.85591 0.127
O -2.42484 -3.02108 0.98431 -0.641
H -3.07000 -2.54503 0.40815 0.307
H -1.61796 -2.48553 1.16669 0.322
O -1.40335 3.82706 -2.27282 -0.577
H -1.43597 3.32549 -1.51825 0.299
H -2.24616 3.69193 -2.54141 0.281
```